Here is an isolated molecule of C3H6N2O3 at a distorted geometry from the OMol25 dataset. Energies are from ωB97M-V with the def2-TZVPD basis set.

Output
E_LUMO, eV: 0.33
SMILES: [H]/N=C\N(O)C(=O)CO
HOMO, eV: -9.749
Relative energy (zero: lowest compared OMol25 entry of this formula, charge and spin), eV: 4.883

Cartesian coordinates (Å):
1 H 1.4571 1.6677 -0.5188
2 N 0.8171 2.1871 0.0405
3 C -0.3618 1.6848 0.1710
4 N -0.7567 0.2595 -0.0834
5 O -2.1456 0.2927 -0.2486
6 C -0.2761 -0.8943 0.2837
7 O -0.9977 -1.8518 -0.0606
8 C 1.2817 -0.9385 0.5237
9 O 2.2429 -0.4800 -0.4712
10 H -1.2042 2.1104 0.7636
11 H -2.3006 -0.8000 -0.4067
12 H 1.5461 -0.2636 1.3887
13 H 1.4386 -1.8891 0.8563
14 H 1.9812 -0.7511 -1.4103